Entry 1:
The following is a quantum chemistry calculation of a 8-piece molecular cluster, C24H48O8 overall at a distorted geometry, from the Open Molecules 2025 dataset.

Geometry (Å):
C  -3.72  0.14  -1.62
C  -5.16  -0.29  -1.67
C  -5.96  0.18  -2.87
O  -5.66  -0.94  -0.78
H  -3.18  -0.43  -2.37
H  -3.29  -0.04  -0.63
H  -3.63  1.21  -1.82
H  -6.00  1.27  -2.88
H  -6.95  -0.27  -2.85
H  -5.45  -0.13  -3.78
C  -2.34  -3.30  -2.75
C  -1.17  -2.44  -3.19
C  -0.36  -2.94  -4.35
O  -0.88  -1.43  -2.60
H  -2.28  -3.41  -1.66
H  -2.30  -4.29  -3.20
H  -3.30  -2.82  -2.94
H  0.20  -3.84  -4.10
H  0.33  -2.16  -4.68
H  -1.01  -3.22  -5.18
C  4.55  -1.16  1.88
C  3.83  -2.48  1.85
C  4.60  -3.69  1.38
O  2.68  -2.56  2.23
H  5.49  -1.26  2.43
H  3.88  -0.43  2.32
H  4.77  -0.84  0.87
H  5.66  -3.43  1.32
H  4.32  -4.01  0.38
H  4.47  -4.49  2.10
C  2.80  -1.75  -1.70
C  4.22  -1.37  -2.05
C  4.58  0.08  -2.12
O  5.03  -2.23  -2.31
H  2.27  -1.00  -1.11
H  2.76  -2.75  -1.28
H  2.26  -1.80  -2.65
H  3.79  0.69  -2.56
H  5.51  0.20  -2.65
H  4.72  0.45  -1.10
C  1.17  -0.34  7.30
C  2.18  -0.96  6.39
C  2.09  -0.61  4.93
O  2.99  -1.75  6.79
H  0.16  -0.40  6.88
H  1.36  0.73  7.43
H  1.19  -0.81  8.28
H  1.08  -0.31  4.66
H  2.52  -1.41  4.34
H  2.71  0.28  4.77
C  -0.11  1.34  -0.91
C  0.73  0.79  0.23
C  0.11  -0.27  1.11
O  1.87  1.15  0.42
H  -0.65  2.23  -0.61
H  -0.78  0.56  -1.26
H  0.56  1.61  -1.73
H  -0.91  -0.53  0.83
H  0.15  0.02  2.16
H  0.73  -1.17  1.10
C  -1.85  2.48  2.12
C  -0.93  3.07  3.16
C  -0.40  2.12  4.22
O  -0.67  4.25  3.19
H  -1.53  1.50  1.78
H  -1.96  3.11  1.24
H  -2.84  2.35  2.57
H  0.68  2.04  4.14
H  -0.81  1.12  4.07
H  -0.62  2.54  5.20
C  -1.75  3.24  -3.21
C  -2.74  3.76  -4.23
C  -3.95  4.48  -3.68
O  -2.61  3.52  -5.40
H  -1.85  2.16  -3.11
H  -1.86  3.74  -2.25
H  -0.73  3.34  -3.58
H  -4.49  5.01  -4.47
H  -3.65  5.23  -2.94
H  -4.64  3.76  -3.23

SMILES string: CC(C)=O.CC(C)=O.CC(C)=O.CC(C)=O.CC(C)=O.CC(C)=O.CC(C)=O.CC(C)=O
LUMO, eV: 0.25
HOMO energy, eV: -9.53
Frontier orbital gap, eV: 9.78
Energy above the lowest of the compared OMol25 structures with the same formula, charge and spin, eV: 0.362
Charge: 0

Entry 2:
The following is a quantum chemistry calculation of one molecule with the formula C5H13NO at a distorted geometry, from the Open Molecules 2025 dataset.

Geometry (Å):
C  0.56  -0.92  1.64
C  0.44  -0.83  0.03
C  -0.72  -1.86  -0.41
C  0.22  0.55  -0.54
N  1.60  1.09  -0.71
C  -0.82  1.45  0.25
O  -1.38  2.63  -0.45
H  1.28  -0.13  1.98
H  1.12  -1.85  1.94
H  -0.39  -0.86  2.17
H  1.40  -1.19  -0.39
H  -0.64  -2.15  -1.49
H  -1.76  -1.54  -0.39
H  -0.60  -2.89  0.09
H  -0.10  0.42  -1.61
H  1.95  0.88  -1.69
H  1.29  2.07  -0.83
H  -1.74  0.83  0.70
H  -0.23  1.99  1.09
H  -1.49  2.32  -1.36

SMILES string: CC(C)[C@H](N)CO
LUMO, eV: 0.81
HOMO energy, eV: -9.81
Frontier orbital gap, eV: 10.62
Energy above the lowest of the compared OMol25 structures with the same formula, charge and spin, eV: 2.097
Charge: 0

Entry 3:
The following is a quantum chemistry calculation of a 7-piece molecular cluster, C14H30N4O3S3 overall at a distorted geometry, from the Open Molecules 2025 dataset.

Geometry (Å):
C  -7.28  -1.86  -16.43
C  -6.30  -1.04  -17.13
N  -5.56  -0.37  -17.71
H  -6.95  -2.35  -15.51
H  -7.59  -2.58  -17.18
H  -8.14  -1.32  -16.05
C  -7.57  -2.53  -12.01
C  -8.92  -1.91  -11.97
N  -9.98  -1.39  -11.98
H  -6.80  -1.87  -11.60
H  -7.49  -2.77  -13.06
H  -7.56  -3.43  -11.39
C  -3.66  -2.90  -19.39
C  -4.17  -3.78  -18.37
N  -4.57  -4.47  -17.51
H  -3.43  -1.88  -19.11
H  -4.50  -2.99  -20.07
H  -2.82  -3.47  -19.79
C  -10.05  -2.92  -20.75
C  -8.74  -2.79  -20.11
N  -7.68  -2.72  -19.61
H  -10.16  -3.79  -21.40
H  -10.07  -2.07  -21.42
H  -10.86  -3.00  -20.03
C  -9.04  -5.29  -15.50
S  -8.50  -6.75  -16.45
O  -9.67  -7.74  -16.47
C  -8.52  -5.89  -18.05
H  -9.79  -4.71  -16.03
H  -8.18  -4.63  -15.34
H  -9.55  -5.49  -14.56
H  -7.59  -5.32  -18.14
H  -9.43  -5.30  -18.10
H  -8.41  -6.62  -18.86
C  -4.44  -3.05  -13.43
S  -4.53  -1.19  -13.54
O  -5.97  -0.82  -13.73
C  -3.71  -0.81  -15.16
H  -3.43  -3.43  -13.56
H  -5.00  -3.56  -14.22
H  -4.83  -3.35  -12.46
H  -4.01  -1.70  -15.70
H  -2.64  -0.75  -15.01
H  -4.11  0.10  -15.61
C  -12.98  -1.96  -17.07
S  -11.45  -2.49  -16.12
O  -10.36  -2.64  -17.18
C  -11.05  -0.86  -15.35
H  -12.70  -1.30  -17.89
H  -13.57  -1.45  -16.31
H  -13.63  -2.76  -17.44
H  -11.70  -0.67  -14.49
H  -11.16  -0.02  -16.04
H  -10.05  -0.89  -14.91

LUMO, eV: 0.47
HOMO energy, eV: -8.54
Frontier orbital gap, eV: 9.01
Energy above the lowest of the compared OMol25 structures with the same formula, charge and spin, eV: 0.253
Charge: 0

Entry 4:
The following is a quantum chemistry calculation of an isolated ion of composition C7H13N2 and charge +1 at a distorted geometry, from the Open Molecules 2025 dataset.

Geometry (Å):
C  -2.78  -0.31  1.31
C  -1.88  -1.20  1.41
N  -1.07  -2.14  1.61
C  0.35  -1.94  1.30
C  0.41  -1.26  -0.10
N  0.02  0.10  0.02
C  0.52  1.05  -0.67
C  1.81  0.84  -1.47
C  -0.13  2.33  -0.52
H  -3.37  -0.33  0.40
H  -3.05  0.47  2.07
H  -1.23  -3.14  1.81
H  0.90  -2.86  1.33
H  0.75  -1.24  2.12
H  1.43  -1.52  -0.56
H  -0.38  -1.71  -0.64
H  1.97  -0.13  -2.02
H  2.63  0.80  -0.73
H  2.14  1.54  -2.27
H  -1.05  2.16  0.04
H  -0.09  2.88  -1.55
H  0.58  3.03  0.03

SMILES string: C=C=[NH+]CCN=C(C)C
LUMO, eV: -4.22
HOMO energy, eV: -12.90
Frontier orbital gap, eV: 8.68
Energy above the lowest of the compared OMol25 structures with the same formula, charge and spin, eV: 3.981
Charge: +1